# 1
A structure of composition C25H31Be2BrCl3F7N5O7S2. Source: OMol25; level of theory: ωB97M-V with the def2-TZVPD basis set.

Last column: Mulliken charge in e.
Geometry (Å):
N: 0.41 0.86 0.47  -0.079
C: 0.48 1.85 1.63  -0.531
C: -0.74 2.94 1.67  -0.852
C: -2.25 2.34 1.57  0.692
C: -3.50 3.45 1.61  -0.400
C: -5.06 2.97 1.48  -0.102
C: -5.33 1.34 1.29  -0.254
N: -4.17 0.32 1.28  -0.028
C: -2.70 0.77 1.42  -0.058
H: -0.41 1.04 -0.16  0.206
H: 0.30 -0.10 0.87  0.219
H: 0.65 1.31 2.68  0.415
H: 1.48 2.47 1.45  0.292
H: -0.58 3.65 2.61  0.518
H: -0.59 3.65 0.72  0.330
H: -3.30 4.60 1.74  0.296
H: -5.96 3.71 1.50  0.096
H: -6.42 0.88 1.14  0.337
H: -4.41 -0.69 1.19  0.325
H: -1.88 -0.07 1.38  0.005
C: 2.15 -1.27 -1.46  0.672
F: 0.84 -1.43 -1.11  -0.239
F: 2.79 -0.82 -0.33  -0.249
F: 2.64 -2.52 -1.70  -0.216
S: 2.38 -0.15 -2.88  1.000
O: 1.82 1.13 -2.43  -0.603
O: 1.65 -0.79 -3.97  -0.604
N: 3.96 -0.23 -2.95  -0.169
S: 4.54 0.66 -4.13  0.949
O: 4.45 2.11 -3.96  -0.659
O: 4.28 0.19 -5.49  -0.628
C: 6.31 0.29 -3.86  0.717
F: 6.59 -1.04 -3.97  -0.217
F: 6.74 0.66 -2.61  -0.262
F: 7.13 0.93 -4.75  -0.176
C: -1.78 -1.21 4.15  -0.604
O: -0.64 -0.70 3.71  -0.475
H: -2.65 -0.53 4.20  0.263
H: -2.21 -2.05 3.58  0.156
H: -1.79 -1.63 5.17  0.330
C: 4.59 -6.18 -1.99  -0.377
C: 5.15 -4.87 -2.52  0.405
N: 5.62 -3.79 -2.96  -0.473
H: 3.70 -6.46 -2.57  -0.154
H: 5.34 -6.97 -2.08  0.351
H: 4.31 -6.07 -0.94  0.282
F: -7.62 4.38 2.21  -0.315
C: -8.16 5.49 2.71  0.258
C: -8.58 5.51 4.04  -0.135
C: -9.15 6.68 4.56  -0.474
C: -9.29 7.81 3.75  -0.400
C: -8.87 7.78 2.42  -0.512
C: -8.30 6.61 1.90  -0.281
H: -8.47 4.63 4.65  0.443
H: -9.47 6.71 5.60  0.381
H: -9.73 8.71 4.16  0.389
H: -8.98 8.65 1.79  0.401
H: -7.96 6.57 0.87  0.533
Be: 2.37 1.26 -0.12  0.664
Br: 1.17 2.70 3.70  -0.336
Be: -6.33 6.59 2.82  -0.018
N: -0.40 -3.97 -0.48  0.097
C: -1.23 -3.65 0.57  -0.116
C: -2.09 -4.70 0.77  -0.612
C: -1.77 -5.70 -0.18  -0.638
C: -0.72 -5.22 -0.94  -0.510
H: 0.32 -3.38 -0.86  0.238
H: -1.13 -2.70 1.08  0.312
H: -2.86 -4.75 1.53  0.395
H: -2.25 -6.66 -0.30  0.404
H: -0.18 -5.66 -1.77  0.444
C: 11.30 1.10 -2.78  -0.964
C: 10.05 1.14 -3.64  0.825
O: 9.22 2.06 -3.35  -0.392
O: 9.99 0.26 -4.54  -0.416
H: 11.29 1.88 -2.02  0.306
H: 11.36 0.13 -2.27  0.283
H: 12.18 1.23 -3.40  0.299
C: 2.02 -9.30 -2.50  -0.007
Cl: 0.87 -8.78 -1.26  -0.102
Cl: 2.30 -8.00 -3.68  -0.137
Cl: 3.55 -9.80 -1.76  -0.110
H: 1.60 -10.16 -3.02  0.355

The value obtained for the LUMO energy is -8.2 eV. As for the total charge: +1. The value obtained for the highest occupied orbital energy is -0.339 hartree.

---

# 2
A structure of composition C25H31Br2IrN5OSe2. Source: OMol25; level of theory: ωB97M-V with the def2-TZVPD basis set.

Last column: Mulliken charge in e.
Geometry (Å):
Ir: -0.18 0.23 -0.58  1.578
Br: -3.80 2.68 -3.13  -0.132
C: -3.94 1.77 -1.50  0.065
C: -5.18 1.67 -0.86  -0.360
C: -5.31 0.98 0.32  -0.005
Br: -7.01 0.88 1.15  -0.200
C: -4.19 0.34 0.90  0.779
C: -4.22 -0.40 2.11  -1.068
C: -3.08 -0.98 2.57  -1.604
C: -1.89 -0.82 1.85  -0.150
N: -1.80 -0.14 0.73  0.547
C: -2.95 0.45 0.24  -0.370
C: -2.81 1.18 -0.97  0.239
O: -1.63 1.23 -1.56  -0.537
H: -6.04 2.15 -1.30  0.487
H: -5.16 -0.49 2.65  0.368
H: -3.07 -1.55 3.49  0.517
H: -0.98 -1.28 2.22  0.413
C: 2.87 1.36 -2.66  -1.109
Se: 0.98 0.93 -2.62  0.394
C: 0.98 -0.67 -3.74  -0.835
C: -0.45 -1.20 -3.75  -0.918
Se: -0.96 -1.88 -1.98  0.160
C: -2.88 -1.85 -2.23  -0.984
H: 3.49 0.56 -2.28  0.370
H: 3.00 2.26 -2.07  0.318
H: 3.11 1.57 -3.70  0.469
H: 1.70 -1.41 -3.40  0.377
H: 1.27 -0.32 -4.73  0.551
H: -0.55 -2.05 -4.43  0.588
H: -1.15 -0.42 -4.04  0.371
H: -3.20 -0.87 -2.55  0.246
H: -3.32 -2.10 -1.26  0.258
H: -3.14 -2.62 -2.95  0.499
C: 0.86 4.44 1.67  -0.662
C: 1.87 3.74 1.03  -1.187
C: 1.58 2.53 0.40  -0.160
C: 0.30 1.98 0.38  0.749
C: -0.70 2.72 1.03  -0.223
C: -0.42 3.92 1.66  -0.885
H: 1.07 5.38 2.17  0.384
H: 2.88 4.13 1.02  0.464
H: 2.41 2.03 -0.08  0.355
H: -1.72 2.37 1.05  0.290
H: -1.23 4.46 2.15  0.455
C: 2.75 -0.82 -0.16  -0.335
N: 1.40 -0.89 0.49  0.807
C: 1.61 -0.37 1.90  -0.970
N: 2.60 -1.13 2.62  0.134
C: 3.88 -1.02 1.91  -0.729
N: 3.76 -1.56 0.55  0.120
C: 3.37 -2.96 0.64  -0.759
N: 2.08 -3.10 1.33  0.139
C: 1.09 -2.36 0.59  -1.029
C: 2.21 -2.53 2.67  -0.628
H: 3.04 0.23 -0.21  -0.167
H: 2.64 -1.22 -1.17  0.119
H: 0.65 -0.40 2.43  0.290
H: 1.91 0.67 1.83  0.384
H: 4.64 -1.58 2.45  0.338
H: 4.17 0.03 1.86  0.362
H: 4.13 -3.51 1.19  0.354
H: 3.28 -3.38 -0.36  0.318
H: 0.11 -2.49 1.04  0.090
H: 1.05 -2.75 -0.43  0.576
H: 2.95 -3.10 3.23  0.337
H: 1.25 -2.62 3.19  0.346

The value obtained for the LUMO energy is -3.1 eV. As for the total charge: +1. The value obtained for the highest occupied orbital energy is -0.382 hartree. As for the energy above the lowest of the compared OMol25 structures with the same formula, charge and spin: 0.000 eV.

---

# 3
A cluster of 3 separate species, C25H31Br3O9 in total. Source: OMol25; level of theory: ωB97M-V with the def2-TZVPD basis set.

Last column: Mulliken charge in e.
Geometry (Å):
C: -1.91 4.37 -1.74  -1.261
C: -1.72 3.93 -3.19  -0.351
C: -1.24 2.49 -3.24  -0.377
O: -1.53 1.93 -4.50  -0.410
C: -0.86 0.71 -4.72  -0.721
C: -1.47 -0.39 -3.86  0.430
C: -2.78 -0.57 -3.75  -0.432
C: -3.26 -1.65 -2.87  -0.274
O: -4.25 -2.29 -3.08  -0.555
C: -2.41 -1.88 -1.67  0.603
C: -2.98 -2.25 -0.46  -0.934
C: -2.16 -2.41 0.64  -0.546
C: -0.77 -2.25 0.60  1.137
C: -0.02 -2.45 1.86  -0.878
Br: 1.08 -1.03 2.50  -0.075
C: -0.12 -3.56 2.59  0.398
C: -0.95 -4.76 2.25  -1.453
Br: 0.80 -3.75 4.24  -0.160
C: -0.20 -1.88 -0.64  0.065
Br: 1.66 -1.64 -0.84  -0.116
C: -1.03 -1.70 -1.76  0.769
C: -0.54 -1.28 -3.12  0.050
O: 0.50 -1.63 -3.62  -0.542
H: -2.79 3.92 -1.30  0.356
H: -1.04 4.13 -1.13  0.312
H: -2.03 5.45 -1.72  0.376
H: -2.71 3.92 -3.65  0.263
H: -1.05 4.59 -3.73  0.314
H: -0.17 2.43 -3.01  0.302
H: -1.75 1.96 -2.43  0.253
H: 0.19 0.80 -4.44  0.300
H: -0.93 0.46 -5.77  0.431
H: -3.50 0.04 -4.28  0.518
H: -4.05 -2.38 -0.36  0.486
H: -2.60 -2.65 1.59  0.551
H: -1.00 -4.87 1.17  0.376
H: -0.58 -5.66 2.73  0.463
H: -1.96 -4.60 2.61  0.314
C: -0.83 -2.66 11.03  -1.084
C: -1.62 -1.41 10.75  -0.180
O: -0.92 -0.52 9.87  -0.374
C: -0.95 -0.85 8.58  0.767
O: -1.53 -1.79 8.10  -0.560
O: -0.24 0.06 7.91  -0.349
C: -0.13 -0.21 6.51  -0.559
H: 0.16 -2.41 11.41  0.291
H: -1.34 -3.28 11.77  0.351
H: -0.70 -3.25 10.13  0.311
H: -1.78 -0.84 11.67  0.288
H: -2.61 -1.64 10.34  0.309
H: -1.11 -0.35 6.06  0.301
H: 0.50 -1.08 6.34  0.253
H: 0.35 0.66 6.06  0.242
C: 3.65 0.14 -5.54  -1.122
C: 3.12 1.26 -6.40  -0.245
O: 3.24 2.54 -5.75  -0.302
C: 4.45 3.07 -5.75  0.741
O: 5.44 2.61 -6.27  -0.557
O: 4.40 4.23 -5.09  -0.321
C: 5.65 4.90 -4.96  -0.653
H: 3.16 0.15 -4.56  0.263
H: 3.46 -0.83 -6.02  0.355
H: 4.72 0.23 -5.37  0.377
H: 2.06 1.13 -6.59  0.262
H: 3.63 1.30 -7.37  0.399
H: 6.13 5.03 -5.93  0.300
H: 6.31 4.34 -4.29  0.293
H: 5.44 5.87 -4.53  0.220

The value obtained for the LUMO energy is -1.2 eV. As for the SMILES: CCCOCC1=CC(=O)c2ccc(/C(Br)=C(\C)Br)c(Br)c2C1=O.CCOC(=O)OC.CCOC(=O)OC. As for the total charge: 0. The value obtained for the highest occupied orbital energy is -0.339 hartree. As for the energy above the lowest of the compared OMol25 structures with the same formula, charge and spin: 0.000 eV.

---

# 4
A cluster of 2 separate species, C25H31Cl2F10N5O12PS in total. Source: OMol25; level of theory: ωB97M-V with the def2-TZVPD basis set.

Last column: Mulliken charge in e.
Geometry (Å):
C: -5.79 -0.30 -1.63  -1.436
C: -4.37 0.15 -2.06  0.397
O: -3.57 -0.99 -2.41  -0.356
P: -2.15 -0.59 -3.11  0.805
O: -2.21 -0.85 -4.55  -0.875
C: -0.85 -1.63 -2.35  -0.313
C: 0.36 -0.69 -2.05  -0.697
N: 1.39 -1.38 -1.23  0.834
C: 1.14 -1.75 -0.02  -0.086
N: 2.04 -2.48 0.78  -0.053
F: 2.70 -3.51 0.11  -0.206
C: 1.13 -3.24 1.70  -0.373
C: 0.46 -4.38 0.85  0.478
O: 0.86 -5.52 1.15  -0.809
O: -0.40 -4.13 -0.03  -0.604
C: 0.28 -1.97 2.11  -0.035
Cl: 1.57 -1.03 3.01  -0.181
S: -1.08 -2.70 3.08  1.629
O: -2.08 -3.04 2.12  -0.585
O: -0.70 -3.90 3.75  -0.680
C: -1.93 -1.60 4.35  0.428
F: -2.23 -2.37 5.39  -0.241
F: -3.12 -1.31 3.81  -0.269
C: -1.34 -0.23 4.79  0.804
F: -2.42 0.47 5.25  -0.348
F: -0.92 0.51 3.75  -0.125
C: -0.27 -0.14 5.95  0.593
F: -0.78 0.57 6.98  -0.289
F: 0.76 0.60 5.51  -0.245
C: 0.32 -1.44 6.58  0.425
F: -0.49 -1.96 7.49  -0.253
F: 0.71 -2.35 5.71  -0.118
F: 1.42 -1.05 7.26  -0.278
N: 0.02 -1.56 0.75  1.037
C: -0.76 -0.29 0.72  -0.996
C: 0.04 1.01 0.82  0.362
C: -0.95 2.17 0.54  0.286
C: -0.26 3.56 0.41  -1.451
N: 1.23 3.49 0.31  -0.032
C: 1.75 4.43 1.26  0.309
C: 1.64 4.00 2.72  -0.438
O: 2.22 5.50 0.92  -0.616
C: 2.63 -1.59 -1.92  -0.734
C: 2.86 -2.68 -2.72  -0.236
C: 4.04 -2.87 -3.41  -0.533
N: 5.03 -1.99 -3.32  -0.610
C: 4.80 -0.97 -2.52  -0.521
C: 3.66 -0.68 -1.81  -0.097
O: -1.89 0.97 -2.77  -0.205
C: -1.75 1.83 -3.94  -0.255
C: -1.70 3.26 -3.39  -0.983
H: -6.36 -0.50 -2.54  0.337
H: -5.74 -1.15 -0.95  0.344
H: -6.23 0.58 -1.13  0.381
H: -3.96 0.71 -1.22  0.033
H: -4.53 0.81 -2.93  0.194
H: -1.20 -2.16 -1.45  0.057
H: -0.53 -2.32 -3.13  0.657
H: 0.80 -0.44 -3.02  0.773
H: 0.05 0.25 -1.61  -0.025
H: 1.68 -3.70 2.52  0.672
H: -1.30 -0.26 -0.23  -1.262
H: -1.56 -0.38 1.46  1.175
H: 0.86 1.04 0.10  0.489
H: 0.47 1.21 1.80  0.146
H: -1.59 1.93 -0.31  -0.318
H: -1.62 2.19 1.42  0.335
H: -0.61 4.20 1.23  0.281
H: -0.65 4.02 -0.50  0.545
H: 1.45 3.93 -0.59  0.308
H: 2.62 3.74 3.12  0.299
H: 1.16 4.82 3.28  0.295
H: 0.94 3.16 2.78  -0.062
H: 2.08 -3.44 -2.81  0.439
H: 4.14 -3.76 -4.03  0.385
H: 5.61 -0.25 -2.41  0.403
H: 3.56 0.21 -1.21  0.424
H: -2.60 1.72 -4.61  0.399
H: -0.79 1.63 -4.43  0.277
H: -0.87 3.32 -2.68  0.023
H: -1.60 4.00 -4.19  0.485
H: -2.60 3.44 -2.79  0.282
O: 3.56 2.99 -5.19  -0.694
Cl: 3.58 1.62 -4.73  1.705
O: 4.78 1.38 -3.96  -0.679
O: 3.53 0.72 -5.86  -0.703
O: 2.42 1.38 -3.88  -0.626

The value obtained for the LUMO energy is 1.5 eV. As for the total charge: -1. The value obtained for the highest occupied orbital energy is -0.234 hartree.